1.
Here is 3 unconnected molecules or ions with the total composition C3H8N3 in a non-equilibrium geometry from the OMol25 dataset. Energies are from wB97M-V/def2-TZVPD.

LUMO: -6.236 eV
Energy relative to the best compared isomer or geometry (same formula, charge and spin): 121.15 kcal per mole
Energy: -7700.025 eV
HOMO energy: -0.417 Ha
Net charge: +1
Kohn-Sham gap: 5.113 eV

Last column: natural (NBO) charge in e.
Atoms and positions in Å:
C: 2.57377 0.00057 1.61709  0.094
C: -4.40710 0.29595 0.99992  0.154
C: 1.80735 -2.11743 -1.80344  -0.037
N: -3.77284 1.36162 0.91026  -0.595
N: 3.08779 -0.91430 1.13153  -0.325
N: 2.34179 -1.04847 -1.49238  -0.622
H: 1.93689 0.86556 1.81999  0.234
H: -3.13373 1.66625 0.03005  0.490
H: -5.36568 0.12214 1.48707  0.264
H: -4.07518 -0.38630 0.22386  0.226
H: 2.21993 -3.15954 -1.64361  0.154
H: 0.85228 -2.02096 -2.46576  0.140
H: -3.82761 2.08882 1.71526  0.460
H: 3.05614 -1.01304 -0.83799  0.361

2.
Here is a gas-phase ion, C3H8N3 (charge +1) in a non-equilibrium geometry from the OMol25 dataset. Energies are from wB97M-V/def2-TZVPD.

LUMO: -4.089 eV
Energy relative to the best compared isomer or geometry (same formula, charge and spin): 95.36 kcal per mole
Energy: -7701.143 eV
SMILES: C[N+]1=NNCC1
HOMO energy: -0.541 Ha
Net charge: +1
Kohn-Sham gap: 10.628 eV

Last column: natural (NBO) charge in e.
Atoms and positions in Å:
C: 0.61005 -0.09370 1.57559  -0.271
C: 0.96878 0.03508 0.10318  -0.277
C: -0.65542 0.29990 -2.18591  -0.293
N: -1.30608 -0.09678 0.37841  0.148
N: -0.84737 -0.36455 1.53639  -0.326
N: -0.35491 0.21223 -0.41535  -0.144
H: 1.20846 -0.86317 2.02614  0.250
H: 0.86585 0.80612 2.01788  0.232
H: 1.51576 1.05756 -0.10419  0.256
H: 1.39276 -0.87496 -0.42967  0.241
H: 0.15309 1.02385 -2.25210  0.249
H: -1.71776 0.26928 -2.18757  0.256
H: -0.32404 -0.72220 -2.36354  0.218
H: -1.50917 -0.68864 2.30073  0.461

3.
Here is 2 unconnected molecules or ions with the total composition C3H8N3O in a non-equilibrium geometry from the OMol25 dataset. Energies are from wB97M-V/def2-TZVPD.

LUMO (spin up / spin down): -4.123 / -4.123 eV
Energy relative to the best compared isomer or geometry (same formula, charge and spin): 128.58 kcal per mole
Energy: -9746.888 eV
HOMO energy (spin up / spin down): -0.463 / -0.463 Ha
Net charge: +1
Kohn-Sham gap (spin up / spin down): 8.481 / 8.482 eV

Last column: natural (NBO) charge in e.
Atoms and positions in Å:
C: -2.17647 0.61018 0.73999  -0.418
C: 3.96129 0.81160 -0.43569  0.079
C: 1.87955 -0.42016 -0.16576  0.400
N: 1.10996 -1.32717 -0.19200  0.122
N: 3.09956 -0.11025 -0.11948  -0.403
N: -2.54285 -0.50795 -0.26174  -0.743
O: -0.06550 -1.73855 -0.06931  -0.521
H: -2.65434 1.54115 0.51362  0.235
H: -2.53948 0.30395 1.68001  0.227
H: 3.74859 1.81294 -0.62095  0.182
H: 4.95158 0.52272 -0.42606  0.197
H: -1.03744 0.83075 0.83997  0.245
H: -3.10283 -0.23646 -1.10521  0.445
H: -3.05233 -1.18791 0.36253  0.458
H: -1.57930 -0.90484 -0.73991  0.496

4.
Here is a gas-phase ion, C3H8N3O (charge +1) in a non-equilibrium geometry from the OMol25 dataset. Energies are from wB97M-V/def2-TZVPD.

LUMO: -3.720 eV
Energy relative to the best compared isomer or geometry (same formula, charge and spin): 99.43 kcal per mole
Energy: -9748.152 eV
HOMO energy: -0.469 Ha
Net charge: +1
Kohn-Sham gap: 9.052 eV

Last column: natural (NBO) charge in e.
Atoms and positions in Å:
C: -2.05351 -1.04577 -0.12357  0.035
C: -0.18466 0.27110 0.48719  0.023
C: 0.86231 0.87963 -0.39817  -0.203
N: -2.60631 0.27453 -0.08091  -0.087
N: -1.97082 1.22017 0.15851  0.043
N: 2.15845 0.02810 0.04217  -0.700
O: -0.61864 -0.90801 -0.02931  -0.521
H: -2.40928 -1.57900 0.66775  0.210
H: -2.44107 -1.55848 -1.14323  0.240
H: 0.06811 0.56029 1.55237  0.192
H: 1.25893 1.79331 -0.05665  0.228
H: 0.75378 0.70642 -1.40026  0.229
H: 1.99354 -0.88811 -0.38116  0.437
H: 2.15513 -0.08624 1.04415  0.437
H: 3.03404 0.33207 -0.33887  0.436

5.
Here is 2 unconnected molecules or ions with the total composition C3H8N3O in a non-equilibrium geometry from the OMol25 dataset. Energies are from wB97M-V/def2-TZVPD.

LUMO (spin up / spin down): -4.779 / -4.778 eV
Energy relative to the best compared isomer or geometry (same formula, charge and spin): 69.86 kcal per mole
Energy: -9749.434 eV
HOMO energy (spin up / spin down): -0.513 / -0.513 Ha
Net charge: +1
Kohn-Sham gap (spin up / spin down): 9.175 / 9.176 eV

Last column: natural (NBO) charge in e.
Atoms and positions in Å:
C: 0.84179 -0.08670 -1.48800  0.185
C: 0.41399 1.07987 -0.57731  -0.343
C: -0.90146 -0.74019 -0.45425  0.306
N: 0.04017 -1.08311 -1.42386  -0.392
N: -0.72644 0.44725 0.03959  -0.066
N: -1.54975 0.99591 0.89508  -0.598
O: 0.98511 -1.41380 1.13737  -1.004
H: 1.80417 -0.16791 -1.92610  0.233
H: 1.24624 1.12439 0.11959  0.286
H: 0.14058 2.03225 -1.13537  0.293
H: -1.82229 -1.26342 -0.29955  0.237
H: -2.13833 0.42348 1.45848  0.428
H: -1.14215 1.93807 1.14041  0.415
H: 1.29129 -1.35268 2.03297  0.506
H: 1.51709 -1.93342 0.48096  0.512

6.
Here is a gas-phase ion, C3H8N3O (charge +1) in a non-equilibrium geometry from the OMol25 dataset. Energies are from wB97M-V/def2-TZVPD.

LUMO: -4.786 eV
Energy relative to the best compared isomer or geometry (same formula, charge and spin): 127.90 kcal per mole
Energy: -9746.918 eV
HOMO energy: -0.487 Ha
Net charge: +1
Kohn-Sham gap: 8.461 eV

Last column: natural (NBO) charge in e.
Atoms and positions in Å:
C: 0.19533 0.90766 -0.16550  0.381
C: -1.36808 0.98885 -0.26867  -0.176
C: -1.63601 -1.18622 0.10563  0.389
N: 0.77870 1.81074 -0.82362  -0.705
N: 0.41372 -0.25229 0.55342  -0.524
N: 1.72715 -0.82322 0.49432  -0.549
O: -1.97279 -0.05489 0.48925  -0.330
H: -1.62922 1.89843 0.24766  0.246
H: -1.74611 1.22806 -1.26682  0.254
H: -1.25260 -1.31973 -0.82216  0.171
H: -1.79173 -2.04054 0.69313  0.205
H: 1.76064 1.90772 -0.85667  0.358
H: 1.67409 -1.78267 0.15950  0.426
H: 2.31545 -1.02412 1.43657  0.427
H: 2.53146 -0.25778 0.02396  0.426

7.
Here is a gas-phase ion, C3H8N3O (charge +1) from the OMol25 dataset. Energies are from wB97M-V/def2-TZVPD.

LUMO: -3.519 eV
Energy relative to the best compared isomer or geometry (same formula, charge and spin): 57.16 kcal per mole
Energy: -9749.985 eV
SMILES: CN1OC=N[C@@H]1[NH3+]
HOMO energy: -0.517 Ha
Net charge: +1
Kohn-Sham gap: 10.553 eV

Last column: natural (NBO) charge in e.
Atoms and positions in Å:
C: 1.97270 0.18483 -0.01336  0.424
C: -0.10440 0.57719 -0.40971  0.219
C: -0.64557 -1.85324 -0.23299  -0.435
N: 1.22460 1.03816 -0.59484  -0.522
N: -0.02974 -0.66225 0.31106  -0.169
N: -0.81897 1.62534 0.52289  -0.706
O: 1.36725 -0.84474 0.54692  -0.296
H: 3.04433 0.24202 0.05170  0.240
H: -0.70442 0.56798 -1.32581  0.220
H: -0.41458 -2.67865 0.43619  0.250
H: -1.72148 -1.69847 -0.24395  0.227
H: -0.29094 -2.08981 -1.23918  0.206
H: -1.83993 1.52476 0.50907  0.441
H: -0.55280 2.56317 0.19298  0.453
H: -0.48604 1.50371 1.48904  0.449

8.
Here is 2 unconnected molecules or ions with the total composition C3H8N3O2 in a non-equilibrium geometry from the OMol25 dataset. Energies are from wB97M-V/def2-TZVPD.

LUMO: -3.896 eV
Energy relative to the best compared isomer or geometry (same formula, charge and spin): 61.12 kcal per mole
Energy: -11796.853 eV
HOMO energy: -0.523 Ha
Net charge: +1
Kohn-Sham gap: 10.330 eV

Last column: natural (NBO) charge in e.
Atoms and positions in Å:
C: -0.69365 -1.30810 0.88116  0.635
C: -0.96453 0.14987 1.27864  -0.181
C: 1.34520 0.63525 0.97831  0.944
N: 0.22742 -1.24320 -0.14879  -0.893
N: 2.43324 0.62220 0.56226  -0.514
N: -0.43993 0.68038 -1.86754  -1.112
O: -0.99671 -2.23673 1.54561  -0.495
O: 0.19597 0.96583 1.25964  -0.394
H: -1.68576 0.66605 0.59205  0.226
H: -1.51383 0.23239 2.17810  0.255
H: 0.43150 -2.13458 -0.61104  0.421
H: 3.41799 0.62620 0.49371  0.489
H: 0.06345 -0.44493 -0.79061  0.418
H: 0.29515 1.50845 -2.00797  0.407
H: -1.37635 1.00904 -1.55839  0.385
H: -0.73915 0.27189 -2.78514  0.409

9.
Here is 2 unconnected molecules or ions with the total composition C3H8N3O2 in a non-equilibrium geometry from the OMol25 dataset. Energies are from wB97M-V/def2-TZVPD.

LUMO: -3.289 eV
Energy relative to the best compared isomer or geometry (same formula, charge and spin): 24.95 kcal per mole
Energy: -11798.421 eV
HOMO energy: -0.523 Ha
Net charge: +1
Kohn-Sham gap: 10.931 eV

Last column: natural (NBO) charge in e.
Atoms and positions in Å:
C: 3.12096 0.05820 -0.04439  0.681
C: 2.21449 -1.18695 -0.41376  -0.189
C: 1.00140 0.73531 0.18755  0.771
N: 2.21725 1.07836 0.27734  -0.653
N: -0.09737 1.26429 0.30171  -0.771
N: -2.20451 -0.05717 0.16331  -0.931
O: 4.30096 0.05561 0.00905  -0.468
O: 0.93094 -0.79939 -0.30668  -0.516
H: 2.27996 -1.66829 -1.41563  0.232
H: 2.53868 -1.93700 0.30249  0.211
H: 2.70908 1.82153 0.69256  0.462
H: -1.41054 0.68017 0.11508  0.447
H: 0.03225 2.22856 0.55790  0.396
H: -2.10606 -0.78010 -0.59943  0.443
H: -3.27488 0.21935 0.23057  0.457
H: -1.81299 -0.45411 0.97872  0.428

10.
Here is a gas-phase ion, C3H8N3OS (charge +1) in a non-equilibrium geometry from the OMol25 dataset. Energies are from wB97M-V/def2-TZVPD.

LUMO: -4.310 eV
Energy relative to the best compared isomer or geometry (same formula, charge and spin): 52.94 kcal per mole
Energy: -20584.326 eV
SMILES: CO[C@@]1([NH3+])N=NCS1
HOMO energy: -0.494 Ha
Net charge: +1
Kohn-Sham gap: 9.136 eV

Last column: natural (NBO) charge in e.
Atoms and positions in Å:
C: 0.48396 0.72680 -2.25803  -0.470
C: -0.36722 -0.33213 0.07742  0.556
C: 0.42705 1.10388 1.82207  -0.265
N: -0.78887 1.02169 -1.73223  0.035
N: -1.15107 0.54992 -0.67585  -0.206
N: -0.86885 -1.75926 -0.01738  -0.728
O: -0.16003 -0.11986 1.37057  -0.504
S: 1.45110 -0.38634 -1.22087  -0.022
H: 0.32264 0.29500 -3.25163  0.274
H: 1.00595 1.67724 -2.40932  0.274
H: 0.15397 1.17142 2.87307  0.231
H: 0.03119 1.96768 1.28651  0.205
H: 1.51194 1.04641 1.72140  0.219
H: -0.87682 -2.12862 0.94659  0.465
H: -0.21129 -2.31112 -0.59356  0.477
H: -1.81661 -1.81057 -0.41639  0.459

11.
Here is 2 unconnected molecules or ions with the total composition C3H8N3S in a non-equilibrium geometry from the OMol25 dataset. Energies are from wB97M-V/def2-TZVPD.

LUMO: -3.910 eV
Energy relative to the best compared isomer or geometry (same formula, charge and spin): 43.10 kcal per mole
Energy: -18537.637 eV
HOMO energy: -0.498 Ha
Net charge: +1
Kohn-Sham gap: 9.646 eV

Last column: natural (NBO) charge in e.
Atoms and positions in Å:
C: 0.55786 1.25478 0.14201  0.097
C: 0.13653 0.22159 1.04008  -0.627
C: 2.35895 -0.19706 -0.07358  0.228
N: 1.60494 1.33506 -0.54910  -0.310
N: 3.53863 -0.43210 -0.51730  -0.709
N: -2.15144 -0.21719 -0.29353  -1.059
S: 1.44917 -1.13559 0.92875  0.437
H: -0.21599 1.97516 -0.14433  0.238
H: 0.19518 0.65132 2.07142  0.277
H: -0.94473 -0.21480 0.70938  0.355
H: 4.10869 0.36446 -0.84835  0.452
H: 4.05746 -1.27587 -0.20559  0.436
H: -2.89456 -0.43631 0.27816  0.388
H: -2.11604 -1.01919 -1.04961  0.405
H: -2.23307 0.71446 -0.71536  0.392

12.
Here is a gas-phase ion, C3H8N3S (charge +1) in a non-equilibrium geometry from the OMol25 dataset. Energies are from wB97M-V/def2-TZVPD.

LUMO: -4.715 eV
Energy relative to the best compared isomer or geometry (same formula, charge and spin): 75.94 kcal per mole
Energy: -18536.213 eV
HOMO energy: -0.481 Ha
Net charge: +1
Kohn-Sham gap: 8.363 eV

Last column: natural (NBO) charge in e.
Atoms and positions in Å:
C: 0.75109 -0.53813 -0.71301  -0.178
C: -0.46057 -0.84346 -1.19651  0.036
C: -0.29339 0.55295 1.10032  -0.107
N: 0.81967 0.50325 0.31231  -0.130
N: 1.93475 1.31915 0.53657  -0.605
N: -1.72313 -0.51163 -0.82187  -0.793
S: -1.34332 -0.62042 1.81227  0.303
H: 1.61836 -1.13297 -1.10080  0.266
H: -0.43162 -1.72917 -1.81162  0.224
H: -0.43284 1.53297 1.56630  0.225
H: 1.80085 1.95759 1.26912  0.398
H: 2.63633 1.50387 -0.15948  0.424
H: -1.86883 0.46119 -0.97066  0.392
H: -2.49440 -0.91371 -1.35676  0.414
H: -0.51294 -1.54147 1.53382  0.131